The following is a quantum chemistry calculation of C19H18FeNOS as an isolated structure at a distorted geometry, from the OMol25 dataset.

Summary:
Multiplicity ... 5
⟨S²⟩ ... 6.034
Total charge ... -1
HOMO (spin up / spin down) ... -1.8 / -2.6 eV
Gap between HOMO and LUMO (spin up / spin down) ... 4.2616 / 5.0683 eV
LUMO (spin up / spin down) ... 2.45 / 2.45 eV

Geometry as XYZ:
```
41
Properties=species:S:1:pos:R:3:forces:R:3
C 3.507698 2.409304 0.535522 -0.805 0.638 -4.917
C 3.849164 1.085429 0.013948 1.212 -0.016 -1.013
C 2.864242 0.657122 -0.902947 -0.797 0.565 -0.525
H 4.652244 0.435227 0.415038 -0.506 0.735 -0.461
C 1.872706 1.704582 -1.007976 0.121 -1.064 0.106
C 2.202735 2.721131 -0.065046 1.607 1.015 -0.705
H 1.782904 3.729083 0.017991 -0.041 -0.575 -0.128
H 4.137963 3.257096 0.756148 0.347 -0.125 0.382
H 2.872788 -0.274737 -1.497110 -0.024 0.642 0.581
H 1.068999 1.753563 -1.752163 0.187 -0.191 0.627
C 1.419464 -0.473413 3.136931 -1.623 0.423 0.643
C 2.335045 0.420904 3.723960 -0.310 0.109 -0.764
C 1.898860 1.790781 3.407405 -4.678 -1.257 2.870
H 3.355756 0.040404 3.841793 -0.355 0.683 0.485
C 0.548905 1.673076 2.866402 0.507 -0.226 1.898
C 0.229735 0.286410 2.774053 0.296 -1.016 -0.827
H -0.777019 -0.156567 2.613856 0.963 0.466 -0.333
H 1.527642 -1.571774 3.094393 -0.130 0.821 0.074
H 2.107501 2.791726 3.800134 0.769 -0.722 -0.118
H -0.164902 2.504547 2.884101 0.373 -0.398 -0.375
Fe 1.954337 1.038835 1.262773 -2.599 -1.764 -0.515
O -1.066252 -0.897942 -1.000481 -0.523 -0.828 -1.734
C -0.566900 -1.891657 -1.934324 -1.868 1.932 0.002
C -1.755688 -1.004389 -2.297770 2.287 -0.340 0.856
H 0.369022 -1.631605 -2.386848 0.489 -0.077 -0.023
H -0.784633 -2.921178 -1.710567 0.060 -0.249 0.244
H -1.550184 -0.188572 -3.006922 -0.039 -0.234 0.486
H -3.507640 -0.848675 -4.340563 -0.365 -0.283 0.394
C -3.936140 -1.398705 -3.487078 0.938 0.146 0.794
C -3.115271 -1.538696 -2.321067 -2.236 -1.123 -0.030
C -3.655158 -2.269585 -1.221809 0.169 0.632 -0.759
H -3.053406 -2.377533 -0.317244 -0.159 0.048 -0.274
C -4.952442 -2.791565 -1.279651 0.062 0.177 -0.462
H -5.350588 -3.322352 -0.411327 0.102 0.152 -0.315
C -5.738819 -2.633256 -2.433909 0.459 0.240 -0.103
H -6.747734 -3.048354 -2.475391 0.304 0.131 0.043
C -5.223117 -1.933657 -3.543846 0.009 -0.203 0.402
H -5.827971 -1.803595 -4.453439 0.308 -0.090 0.515
S 5.466440 2.806831 3.698257 0.963 0.074 0.519
C 4.353635 2.053063 2.846948 -1.614 0.389 -1.508
N 3.396082 1.818693 2.157824 6.144 0.764 3.966
```
Forces are in eV/Å.



The following is a quantum chemistry calculation of an isolated ion of composition C19H18N and charge +1 at a distorted geometry, from the OMol25 dataset.

Summary:
Total charge ... +1
HOMO ... -12.2 eV
Gap between HOMO and LUMO ... 8.7544 eV
LUMO ... -3.42 eV

Geometry as XYZ:
```
38
Properties=species:S:1:pos:R:3:forces:R:3
C -5.054162 0.215368 2.077982 -0.440 0.100 0.084
C -4.371372 -1.003056 2.190262 0.395 0.523 0.052
C -2.980835 -1.020231 2.377606 -0.332 0.946 -0.312
C -2.256294 0.191571 2.366007 -1.492 0.217 0.360
C -0.804904 0.199050 2.684993 1.090 0.244 1.746
N 0.174792 0.110242 1.624393 3.922 0.791 -5.968
C 0.931466 0.228417 0.693997 -4.417 -1.667 4.088
C -2.963649 1.420369 2.379367 -0.569 -1.252 -0.442
C -4.357510 1.427417 2.190085 0.625 -0.784 0.096
H -6.173342 0.226321 1.995801 1.302 -0.040 -0.058
H -4.928266 -1.928631 2.153944 0.044 -0.045 0.118
H -2.473448 -1.941684 2.625597 0.064 -0.169 -0.339
H -0.514813 1.161498 3.156413 -0.303 -0.610 0.086
H -0.546932 -0.637990 3.376247 -0.118 0.657 -0.431
H -2.450783 2.332743 2.623001 0.216 0.321 -0.283
H -4.896637 2.358564 2.154384 -0.039 0.165 0.112
C 2.891528 -1.183409 -0.105242 1.177 0.054 0.188
C 4.173648 -0.473531 0.506968 -1.214 -1.461 0.958
C 4.019300 0.938210 0.171194 -3.523 2.092 -2.310
C 2.803865 1.271057 -0.500038 4.309 -1.170 2.091
C 1.848686 0.051021 -0.445962 2.473 -0.361 -1.494
C 1.278288 -0.119914 -1.867692 -1.238 0.602 -1.320
C 0.946897 1.023195 -2.657337 -0.700 0.560 0.075
C 0.166019 0.900090 -3.843652 0.746 0.680 1.111
C -0.177989 -0.365764 -4.319060 0.043 1.399 -0.078
C 0.307734 -1.472435 -3.668033 0.368 0.061 0.549
C 1.053911 -1.361975 -2.491569 -0.300 0.235 0.701
H 3.286419 -1.615431 -1.090046 -1.327 0.410 1.353
H 2.555631 -1.979195 0.657646 0.044 1.162 -1.649
H 4.110088 -0.689326 1.580657 0.434 0.396 0.116
H 5.124192 -0.930322 0.173225 -0.518 0.352 -0.075
H 4.755378 1.704953 0.370603 0.275 -0.141 -0.293
H 2.755562 2.148640 -1.184008 -0.524 -0.690 1.261
H 1.244541 2.074436 -2.361477 -0.684 -1.509 -0.197
H -0.184376 1.850996 -4.310109 0.423 -1.077 0.177
H -0.783309 -0.415341 -5.214450 -0.039 -0.314 0.067
H 0.047261 -2.434831 -4.044276 0.140 -0.639 -0.185
H 1.443402 -2.261088 -2.027438 -0.312 -0.040 0.049
```
Forces are in eV/Å.



The following is a quantum chemistry calculation of one molecule with the formula C19H18N2O4S2 at a distorted geometry, from the OMol25 dataset.

Summary:
Total charge ... 0
HOMO ... -8.5 eV
Gap between HOMO and LUMO ... 7.6879 eV
LUMO ... -0.80 eV

Geometry as XYZ:
```
45
Properties=species:S:1:pos:R:3:forces:R:3
O -4.412964 -2.763758 0.710485 -0.277 -0.311 0.144
C -3.661811 -2.117230 0.012217 0.567 -0.167 -0.357
N -3.539930 -0.781719 0.055547 0.028 0.600 -0.081
H -2.972614 -0.302224 -0.634825 -0.026 -0.259 0.060
C -4.379713 0.042120 0.889568 -0.345 0.130 -0.222
H -3.750838 0.743983 1.446176 -0.109 0.003 0.057
H -4.905506 -0.617137 1.583450 0.061 0.128 0.008
C -5.394838 0.824762 0.039857 -0.085 -0.456 0.453
C -6.307217 1.713647 0.909147 0.114 -0.004 -0.186
H -7.327067 1.338588 0.937079 -0.019 -0.031 0.070
C -6.204734 3.089210 0.246473 0.191 -0.088 -0.121
H -6.282959 3.909987 0.955042 -0.044 0.064 0.013
C -4.828182 3.008605 -0.411425 -0.091 0.356 0.145
H -4.708604 3.667915 -1.271511 0.032 0.012 0.077
H -4.036120 3.227015 0.320397 -0.044 0.028 -0.061
O -4.723294 1.679786 -0.874467 0.124 -0.161 -0.196
H -6.972683 3.202426 -0.518663 -0.009 0.050 -0.008
H -5.924071 1.751073 1.929450 -0.021 -0.011 0.070
H -5.967425 0.108448 -0.561355 0.063 0.060 0.095
C -2.724409 -2.788218 -1.009670 -0.576 -0.042 -0.178
H -2.945959 -3.856012 -1.038528 -0.010 0.225 0.042
H -2.872801 -2.332621 -1.995262 0.044 -0.123 0.111
O -1.353430 -2.689628 -0.636826 0.335 0.009 0.172
C -0.693588 -1.578124 -0.985755 -0.336 0.085 -0.173
O -1.199691 -0.639563 -1.562571 0.143 -0.110 -0.011
C 0.706902 -1.635178 -0.592611 0.628 0.071 0.138
C 1.386465 -2.641227 0.056663 -0.581 0.311 -0.301
C 2.729639 -2.333218 0.267693 0.438 0.536 -0.134
C 3.074123 -1.088642 -0.221696 -1.274 -0.566 -0.072
C 4.369520 -0.494058 -0.155972 0.921 0.965 -0.209
N 5.391612 -1.061450 0.381089 -0.716 -0.801 0.185
C 6.505195 -0.289575 0.317086 0.458 1.028 -0.357
C 7.764236 -0.628284 0.811242 -0.104 0.013 -0.033
C 8.798219 0.269768 0.667531 0.052 -0.064 0.043
C 8.603051 1.500463 0.040329 -0.017 0.109 -0.056
C 7.366265 1.859652 -0.457440 0.057 0.085 -0.025
C 6.320230 0.963216 -0.317463 -0.085 -0.393 0.160
S 4.670337 1.121574 -0.831249 0.163 -0.486 0.271
H 7.212470 2.810458 -0.943117 0.042 0.116 -0.042
H 9.432557 2.184091 -0.058151 0.068 0.061 -0.010
H 9.778172 0.020414 1.045524 0.078 -0.027 0.033
H 7.900831 -1.582510 1.293727 0.029 -0.115 0.061
S 1.726356 -0.288065 -0.950898 0.087 -0.588 0.299
H 3.442707 -2.972458 0.754038 0.146 -0.094 0.084
H 0.911580 -3.556317 0.359640 -0.098 -0.148 0.046
```
Forces are in eV/Å.



The following is a quantum chemistry calculation of one molecule with the formula C19H18N2O7S at a distorted geometry, from the OMol25 dataset.

Summary:
Total charge ... 0
HOMO ... -9.2 eV
Gap between HOMO and LUMO ... 8.7941 eV
LUMO ... -0.37 eV

Geometry as XYZ:
```
47
Properties=species:S:1:pos:R:3:forces:R:3
O 2.468825 0.547975 -2.502059 -0.116 0.080 0.237
C 2.380566 0.580286 -1.285651 0.052 0.054 -0.231
C 3.267905 -0.190431 -0.427126 0.426 -0.472 0.387
C 4.439025 -0.798760 -0.816285 -0.360 0.294 -0.008
C 5.035448 -1.542799 0.210633 0.055 -0.093 0.138
C 4.304180 -1.514837 1.362646 -0.355 0.175 0.016
S 2.892395 -0.567205 1.222428 0.446 -0.272 -0.412
H 4.519557 -2.005501 2.291605 0.069 -0.109 0.178
H 5.959275 -2.082451 0.104766 0.148 -0.092 0.015
H 4.837384 -0.691469 -1.808876 0.020 0.026 -0.193
C 1.331406 1.375077 -0.624564 -0.148 0.508 0.262
C 1.332492 2.090599 0.516043 0.084 -0.177 -0.458
O 2.282537 2.316479 1.424008 -0.163 0.187 -0.013
H 1.904949 2.927559 2.083041 -0.047 -0.048 -0.094
C 0.010516 2.758989 0.675086 -0.017 0.109 -0.037
O -0.290790 3.485340 1.605510 0.004 0.084 0.161
N -0.726886 2.419331 -0.399329 0.076 -0.036 0.059
C -2.078243 2.870824 -0.611854 -0.417 -0.053 0.471
C -3.074669 2.185262 0.325464 0.005 0.148 -0.110
O -3.240743 0.848572 -0.090817 0.213 0.173 -0.077
C -4.171596 0.106662 0.657163 -0.024 -0.216 0.457
C -3.673216 -0.343879 2.034346 -0.342 0.334 -0.240
O -2.717275 -1.358704 1.848922 0.164 -0.120 0.128
H -2.342973 -1.617991 2.698847 -0.014 0.022 -0.108
H -3.239255 0.505203 2.578369 -0.103 -0.035 -0.008
H -4.533379 -0.720105 2.606240 0.035 0.108 -0.065
H -4.369603 -0.785262 0.058437 -0.121 0.027 0.086
H -5.102009 0.679769 0.783609 0.033 -0.064 -0.019
H -2.692349 2.248749 1.351785 -0.057 0.028 -0.070
H -4.039396 2.715028 0.281582 0.089 -0.017 0.010
H -2.354578 2.666631 -1.646494 0.012 0.082 0.006
H -2.113317 3.947880 -0.419945 -0.037 -0.076 -0.105
C -0.015046 1.526077 -1.292034 0.194 -0.184 -0.129
C -0.708363 0.190090 -1.443278 -0.022 -0.220 -0.242
C -0.610147 -0.755289 -0.435033 -0.075 -0.292 -0.001
C -1.249218 -1.975979 -0.579075 -0.071 0.958 -0.925
C -2.002979 -2.268299 -1.707850 0.038 -0.169 0.265
C -2.097258 -1.321864 -2.709241 -0.005 0.074 0.006
C -1.449316 -0.103598 -2.580358 0.132 -0.004 0.127
H -1.518805 0.623560 -3.375962 0.017 0.105 -0.093
H -2.674644 -1.532012 -3.596368 -0.039 -0.045 -0.070
H -2.493712 -3.226511 -1.782841 -0.005 -0.024 -0.012
N -1.125433 -2.959523 0.465062 0.172 -0.499 0.231
O -1.800056 -3.961339 0.379875 -0.203 -0.264 0.010
O -0.333219 -2.741981 1.357230 0.224 0.049 0.309
H -0.049070 -0.561473 0.466311 0.013 -0.002 0.047
H 0.097064 1.988067 -2.281618 0.022 -0.044 0.115
```
Forces are in eV/Å.



The following is a quantum chemistry calculation of one molecule with the formula C19H18N4O3 at a distorted geometry, from the OMol25 dataset.

Summary:
Total charge ... 0
HOMO ... -8.4 eV
Gap between HOMO and LUMO ... 8.0684 eV
LUMO ... -0.37 eV

Geometry as XYZ:
```
44
Properties=species:S:1:pos:R:3:forces:R:3
O 4.126390 -1.125085 -1.671248 0.518 0.245 0.433
N 1.112723 0.378134 3.141887 -2.128 0.517 0.812
N 0.853357 1.313645 3.925294 0.631 0.534 -0.611
N 1.476546 -1.424571 -2.651875 3.339 0.017 -1.354
O -1.654481 -1.968378 -4.658240 2.071 0.215 0.039
O -1.271032 3.081161 6.262224 1.524 0.737 -2.912
C 3.196038 -0.789847 -0.946240 3.608 -2.057 -5.158
C -1.648784 -2.111229 -6.005016 1.237 -0.650 -1.410
C -1.373671 4.458473 6.233154 -1.445 0.089 1.176
C -0.384664 -2.026156 -6.571212 -0.821 -0.695 0.888
C -1.290483 4.963893 4.999387 0.344 1.050 -1.832
C 0.472565 -1.813205 -5.491196 1.773 1.690 2.474
C -0.992735 3.846605 4.053115 -0.226 1.019 2.237
C -0.294119 -1.781184 -4.334073 1.530 0.269 0.104
C -0.918591 2.776608 4.882199 0.162 0.926 1.194
C 0.236474 -1.488047 -2.928307 -0.446 0.096 0.603
C 4.244967 1.653082 1.667973 0.856 0.777 0.339
C 3.189114 1.570874 2.582190 0.541 0.690 -0.753
C 4.369810 0.805820 0.568340 0.092 0.492 -0.465
C 2.497615 -0.390994 1.307919 0.337 3.609 0.659
C 2.280456 0.546146 2.348489 1.336 -0.630 0.638
C 3.403756 -0.137044 0.272141 -1.069 0.667 4.735
N 1.960831 -0.907152 -1.417215 -5.856 -1.008 -0.501
C -0.659116 -1.103985 -1.829557 -2.288 0.029 0.195
C -1.597835 0.956867 3.517517 0.999 2.300 -0.819
C -0.532750 1.404404 4.534930 0.173 -1.337 -1.470
H -2.525975 -2.457704 -6.509938 -0.609 0.215 0.322
H -1.726989 4.994583 7.149729 0.618 -0.952 -0.869
H 0.058343 -2.330109 -7.508040 -0.923 0.395 -0.454
H -1.405875 6.062596 4.759406 0.171 -1.629 0.268
H 1.581858 -1.459493 -5.479795 -2.204 -1.202 -0.077
H -0.830203 3.879688 2.968937 -0.032 -0.052 0.773
H 5.004261 2.470360 1.761231 -0.760 -0.888 0.054
H 3.050556 2.356715 3.354104 0.017 -0.925 -0.575
H 5.167848 0.947990 -0.134088 0.250 0.190 -0.262
H 1.723829 -1.038460 1.196401 -1.995 -2.235 -0.282
H 1.244949 -1.008396 -0.714708 0.010 0.672 0.272
H -0.529770 -0.003773 -1.731373 -0.588 -0.608 0.346
H -1.701019 -1.423419 -2.031996 0.379 0.758 -0.033
H -0.452401 -1.625938 -0.884045 0.262 0.270 -0.198
H -1.662516 -0.032864 3.496147 0.116 -4.511 -0.202
H -1.454542 1.243798 2.425972 -0.095 0.349 1.634
H -2.516637 1.237960 3.951102 -1.321 0.815 -0.116
H -0.544308 0.781416 5.422163 -0.089 -0.254 0.157
```
Forces are in eV/Å.



What are the relative energy (zero: lowest compared OMol25 entry of this formula, charge and spin) values for these records? In order: 0.0 102.4 0.0 101.5 217.1 kcal/mol.